A cluster of 2 separate species, C5H12O2 in total. Source: the Open Molecules 2025 dataset; level of theory: wB97M-V/def2-TZVPD.

HOMO energy: -9.96 eV
SMILES: CCC=O.CCO
E_tot: -348.1579 Ha

The geometry in XYZ format:
```
19
Properties=species:S:1:pos:R:3:forces:R:3:lowdin_charge:R:1
C 2.71850 0.48450 1.58804 0.11 0.02 0.02 -0.101
C 1.27865 0.12990 1.20204 -0.05 -0.07 0.03 -0.228
C 1.26323 -0.38245 -0.21446 -0.03 -0.30 -0.04 -0.321
O 1.11655 -1.54087 -0.52643 0.10 0.52 0.11 0.046
H 3.35812 -0.40191 1.53100 -0.07 0.14 0.03 0.081
H 3.13013 1.24549 0.91537 -0.04 -0.10 0.11 0.076
H 2.76363 0.87534 2.60805 -0.02 -0.04 -0.15 0.074
H 0.86957 -0.64233 1.86053 0.07 0.09 -0.09 0.118
H 0.64193 1.02180 1.26780 0.10 -0.14 -0.04 0.110
H 1.43092 0.39379 -0.99564 0.02 -0.11 0.04 0.132
C -1.90812 -0.35718 -1.90823 -0.06 -0.01 -0.04 -0.082
C -1.78752 0.11768 -0.46743 0.40 -0.03 -0.15 -0.348
O -3.03268 0.45488 0.11237 -0.25 -0.19 0.06 -0.073
H -2.40278 -1.33427 -1.95903 0.04 0.13 0.01 0.078
H -2.49689 0.35928 -2.48939 0.10 -0.08 0.06 0.078
H -0.92139 -0.46650 -2.37131 -0.14 0.00 0.10 0.068
H -1.26885 -0.64321 0.13394 -0.16 0.14 -0.07 0.098
H -1.18873 1.03601 -0.42500 -0.11 -0.12 -0.01 0.108
H -3.56427 -0.34993 0.13781 -0.02 0.16 0.03 0.086
```
Positions in Å, forces in eV/Å.